# 1
Entry from the OMol25 dataset: a gas-phase ion, CH2N3 (charge +1) in a non-equilibrium geometry (ωB97M-V with the def2-TZVPD basis set).

Last column: natural (NBO) charge in e.
Geometry (Å):
H1 -1.99 0.54 -0.16  0.418
N1 -1.05 0.86 0.04  -0.336
C1 -0.17 -0.05 0.08  0.126
N2 1.18 0.03 0.02  0.116
N3 2.23 -0.27 0.03  0.429
H2 -0.21 -1.12 -0.02  0.247

The value obtained for the HOMO-LUMO gap is 10.0 eV. As for the highest occupied orbital energy: -17.9 eV. The largest force on an atom comes out at 5.13 eV Å⁻¹. The net charge is +1. Its LUMO energy is -0.289 Ha.

=====

# 2
Entry from the OMol25 dataset: a molecular structure, CH2N3O2 in a non-equilibrium geometry (ωB97M-V with the def2-TZVPD basis set).

Last column: natural (NBO) charge in e.
Geometry (Å):
C1 -0.64 -0.48 -1.01  0.567
N1 0.23 0.39 1.33  0.046
N2 1.37 0.41 1.04  -0.147
N3 -0.89 -0.32 -2.17  0.160
O1 -0.92 -0.25 0.19  -0.398
O2 -0.92 -0.59 -3.31  -0.091
H1 -0.38 0.45 2.23  0.450
H2 2.14 0.39 1.71  0.414

The value obtained for the HOMO-LUMO gap (alpha / beta) is 8.4 / 7.3 eV. As for the highest occupied orbital energy (alpha / beta): -15.2 / -14.7 eV. The largest force on an atom comes out at 3.12 eV Å⁻¹. The net charge is +1. Its LUMO energy (alpha / beta) is -0.249 / -0.270 Ha.

=====

# 3
Entry from the OMol25 dataset: 2 unconnected molecules or ions with the total composition CH2N3O4 in a non-equilibrium geometry (ωB97M-V with the def2-TZVPD basis set).

Last column: natural (NBO) charge in e.
Geometry (Å):
C1 0.81 -0.97 -0.12  0.694
N1 -0.19 -0.10 -0.29  -0.757
N2 0.77 -2.17 0.51  0.158
N3 3.44 0.47 0.11  0.828
O1 2.03 -0.79 -0.41  -0.638
O2 3.01 1.04 0.99  -0.060
O3 0.75 -3.32 0.30  -0.084
O4 4.23 0.26 -0.66  -0.017
H1 0.16 0.73 -0.75  0.427
H2 -1.10 -0.05 0.07  0.448

The value obtained for the HOMO-LUMO gap is 7.0 eV. As for the highest occupied orbital energy: -13.9 eV. The largest force on an atom comes out at 3.35 eV Å⁻¹. The net charge is +1. Its LUMO energy is -0.252 Ha.

=====

# 4
Entry from the OMol25 dataset: CH2N4O in the gas phase in a non-equilibrium geometry (ωB97M-V with the def2-TZVPD basis set).

Last column: natural (NBO) charge in e.
Geometry (Å):
H1 -2.18 0.50 0.06  0.350
N1 -1.72 -0.44 -0.08  -0.707
C1 -0.47 -0.33 0.03  0.622
N2 0.46 0.74 0.11  -0.489
N3 1.75 0.24 -0.07  0.008
N4 1.62 -0.99 -0.03  0.102
O1 0.33 -1.41 0.07  -0.301
H2 0.20 1.69 -0.08  0.416

The value obtained for the HOMO-LUMO gap is 10.5 eV. As for the highest occupied orbital energy: -9.9 eV. The largest force on an atom comes out at 2.28 eV Å⁻¹. Its LUMO energy is 0.022 Ha.

=====

# 5
Entry from the OMol25 dataset: CH2N4O in the gas phase in a non-equilibrium geometry (ωB97M-V with the def2-TZVPD basis set).

Last column: natural (NBO) charge in e.
Geometry (Å):
H1 -2.44 0.84 -0.44  0.364
N1 -2.09 -0.18 -0.08  -0.621
C1 -0.83 0.03 0.19  0.423
N2 0.07 1.26 0.11  -0.215
N3 1.29 0.79 -0.06  0.170
O1 1.46 -0.61 -0.08  -0.188
N4 0.09 -1.06 -0.08  -0.336
H2 0.25 -1.82 0.75  0.401

The value obtained for the HOMO-LUMO gap is 9.3 eV. As for the highest occupied orbital energy: -10.0 eV. The largest force on an atom comes out at 5.66 eV Å⁻¹. Its LUMO energy is -0.026 Ha.

=====

# 6
Entry from the OMol25 dataset: CH2N4O in the gas phase in a non-equilibrium geometry (ωB97M-V with the def2-TZVPD basis set).

Last column: natural (NBO) charge in e.
Geometry (Å):
H1 2.51 0.50 -0.70  0.351
N1 1.98 0.62 0.15  -0.691
C1 0.73 0.35 0.03  0.464
N2 -0.19 0.17 1.13  -0.188
N3 -1.25 -0.33 0.77  0.177
O1 -1.32 -0.56 -0.59  -0.165
N4 -0.05 -0.14 -1.02  -0.356
H2 0.19 -0.28 -1.94  0.409

The value obtained for the HOMO-LUMO gap is 9.8 eV. As for the highest occupied orbital energy: -9.6 eV. The largest force on an atom comes out at 2.10 eV Å⁻¹. Its LUMO energy is 0.007 Ha.

=====

# 7
Entry from the OMol25 dataset: CH2N4O in the gas phase in a non-equilibrium geometry (ωB97M-V with the def2-TZVPD basis set).

Last column: natural (NBO) charge in e.
Geometry (Å):
H1 1.56 1.00 -1.27  0.359
N1 1.32 -0.18 -1.43  -0.605
C1 0.41 -0.27 -0.64  0.532
N2 -0.61 -1.24 -0.50  -0.169
N3 -1.24 -0.86 0.49  0.039
N4 -0.98 0.33 1.10  -0.161
O1 0.14 0.80 0.18  -0.406
H2 -0.60 0.41 2.07  0.412

The value obtained for the HOMO-LUMO gap is 9.8 eV. As for the highest occupied orbital energy: -10.1 eV. The largest force on an atom comes out at 5.54 eV Å⁻¹. Its LUMO energy is -0.011 Ha.

=====

# 8
Entry from the OMol25 dataset: a molecular structure, CH2N4O in a non-equilibrium geometry (ωB97M-V with the def2-TZVPD basis set).

Last column: natural (NBO) charge in e.
Geometry (Å):
C1 -0.02 0.13 0.15  0.608
N1 -0.69 1.21 0.29  -0.386
N2 -2.00 0.81 0.39  -0.010
N3 -2.08 -0.41 0.26  0.099
N4 1.92 -0.08 -0.08  -0.679
O1 -0.76 -0.96 0.12  -0.337
H1 1.97 -1.01 -0.10  0.336
H2 1.66 0.32 -1.03  0.370

The value obtained for the HOMO-LUMO gap is 11.3 eV. As for the highest occupied orbital energy: -11.8 eV. The largest force on an atom comes out at 9.18 eV Å⁻¹. Its LUMO energy is -0.018 Ha.

=====

# 9
Entry from the OMol25 dataset: CH2N4O2 in the gas phase (ωB97M-V with the def2-TZVPD basis set).

Last column: natural (NBO) charge in e.
Geometry (Å):
O1 0.68 1.85 -0.08  -0.602
C1 0.06 0.81 -0.05  0.683
N1 -1.29 0.53 -0.04  -0.440
N2 -1.55 -0.79 -0.08  -0.025
N3 -0.44 -1.41 -0.06  -0.029
N4 0.53 -0.49 -0.01  -0.018
O2 1.82 -0.85 -0.20  -0.479
H1 -2.03 1.21 -0.15  0.426
H2 2.22 -0.87 0.68  0.483

The value obtained for the HOMO-LUMO gap is 10.6 eV. As for the highest occupied orbital energy: -9.9 eV. The largest force on an atom comes out at 0.63 eV Å⁻¹. Its LUMO energy is 0.023 Ha.

=====

# 10
Entry from the OMol25 dataset: a gas-phase ion, CH2N4P (charge -1) in a non-equilibrium geometry (ωB97M-V with the def2-TZVPD basis set).

Last column: natural (NBO) charge in e.
Geometry (Å):
C1 0.29 -0.01 0.18  -0.120
N1 0.47 0.55 -1.15  -0.357
N2 0.55 -1.30 0.11  -0.359
N3 0.95 -0.44 -1.81  -0.147
N4 1.04 -1.53 -1.10  -0.211
P1 -0.75 0.45 1.59  0.291
H1 -1.90 0.53 0.85  -0.045
H2 -0.66 1.75 1.32  -0.053

The value obtained for the HOMO-LUMO gap is 9.0 eV. As for the highest occupied orbital energy: -4.5 eV. The largest force on an atom comes out at 3.67 eV Å⁻¹. The net charge is -1. Its LUMO energy is 0.165 Ha.

=====

# 11
Entry from the OMol25 dataset: 2 unconnected molecules or ions with the total composition CH2N5 in a non-equilibrium geometry (ωB97M-V with the def2-TZVPD basis set).

Last column: natural (NBO) charge in e.
Geometry (Å):
C1 -1.18 1.19 0.15  0.421
N1 2.70 0.66 -0.06  0.260
N2 1.62 0.52 -0.55  -0.552
N3 -1.44 2.29 0.03  -0.625
N4 3.73 0.71 0.38  -0.270
N5 -0.64 0.04 0.32  -1.014
H1 0.73 0.49 0.03  0.418
H2 -1.18 -0.80 0.22  0.363

The value obtained for the HOMO-LUMO gap is 8.5 eV. As for the highest occupied orbital energy: -3.8 eV. The largest force on an atom comes out at 4.25 eV Å⁻¹. The net charge is -1. Its LUMO energy is 0.173 Ha.

=====

# 12
Entry from the OMol25 dataset: 2 unconnected molecules or ions with the total composition CH2N6O4 in a non-equilibrium geometry (ωB97M-V with the def2-TZVPD basis set).

Last column: natural (NBO) charge in e.
Geometry (Å):
N1 0.14 2.55 0.25  -0.641
C1 -0.62 1.63 0.28  0.684
N2 -1.67 1.00 0.47  -0.431
N3 -2.33 -0.13 0.19  0.646
O1 -3.57 -0.08 0.23  -0.353
O2 -1.58 -1.03 -0.11  -0.379
H1 1.13 2.68 0.05  0.449
O3 2.26 1.37 -0.77  -0.394
N4 2.16 0.33 -0.28  0.305
N5 1.37 -0.52 -0.14  0.046
N6 0.91 -1.58 0.26  0.089
O4 1.12 -2.73 -0.43  -0.527
H2 0.67 -3.48 0.01  0.505

The value obtained for the HOMO-LUMO gap (alpha / beta) is 8.8 / 8.8 eV. As for the highest occupied orbital energy (alpha / beta): -9.2 / -9.2 eV. The largest force on an atom comes out at 5.96 eV Å⁻¹. Its LUMO energy (alpha / beta) is -0.014 / -0.014 Ha.

=====

| no. | E_tot (eV) |
| --- | --- |
| 1 | -5528.8743 |
| 2 | -9618.5679 |
| 3 | -13714.0269 |
| 4 | -9074.5730 |
| 5 | -9071.8046 |
| 6 | -9073.2136 |
| 7 | -9072.4223 |
| 8 | -9072.1554 |
| 9 | -11121.9565 |
| 10 | -16317.8805 |
| 11 | -8518.6913 |
| 12 | -18187.6577 |